1.
20
Properties=species:S:1:pos:R:3 method="wB97M-V/def2-TZVPD" orbital_gap_ev=8.59 smiles="CC(C)=CN.O.O" total_energy_ev=-9942.6208 de_lowest_kj_mol=152.0 max_force_ha_per_bohr=0.057
C 1.73 0.56 0.79
C 0.51 0.74 -0.09
C -0.53 1.80 0.26
C 0.45 0.06 -1.27
N 1.41 -0.94 -1.61
H 1.66 1.56 1.23
H 2.72 0.46 0.13
H 1.87 -0.29 1.57
H -1.06 1.35 1.14
H -1.24 2.08 -0.56
H -0.06 2.70 0.56
H -0.46 0.13 -1.91
H 1.48 -1.10 -2.69
H 2.34 -0.82 -1.19
O -2.88 -0.59 -0.44
H -2.47 -1.01 0.34
H -3.17 0.34 -0.27
O -1.16 -2.27 1.45
H -0.68 -3.15 1.34
H -0.45 -1.63 1.21

---

2.
20
Properties=species:S:1:pos:R:3 method="wB97M-V/def2-TZVPD" orbital_gap_ev=10.22 smiles="C=NCCC.O.O" total_energy_ev=-9942.2348 de_lowest_kj_mol=189.3 max_force_ha_per_bohr=0.032
C 1.97 1.76 -0.58
N 1.43 0.99 0.27
C -0.01 0.74 0.01
C -0.69 -0.07 1.07
C -1.93 -0.77 0.47
H 1.47 2.61 -1.07
H 3.03 1.55 -0.81
H 0.08 0.26 -1.00
H -0.59 1.66 -0.23
H -1.04 0.67 1.80
H 0.02 -0.77 1.63
H -2.30 -1.60 1.05
H -1.73 -1.19 -0.50
H -2.70 -0.01 0.24
O 2.74 0.69 2.94
H 2.17 1.15 2.31
H 2.29 0.73 3.79
O -1.77 -2.86 -3.63
H -0.91 -2.73 -3.20
H -1.51 -2.82 -4.55

---

3.
20
Properties=species:S:1:pos:R:3 method="wB97M-V/def2-TZVPD" orbital_gap_ev="11.08 / 6.00" charge=+1 multiplicity=2 total_energy_ev=-9934.7539 s_squared=0.755 de_lowest_kj_mol=135.2 max_force_ha_per_bohr=0.023
C 0.03 0.91 -1.34
N 0.25 0.40 -0.02
C -0.09 1.12 1.20
O 0.61 2.29 1.41
C -0.54 -0.13 -2.31
C -1.66 -1.01 -1.73
H -0.59 1.81 -1.20
H 0.95 1.28 -1.80
H 0.05 -0.60 0.06
H 0.01 0.43 2.03
H -1.16 1.34 1.06
H 1.15 2.57 0.66
H 0.27 -0.80 -2.61
H -0.92 0.43 -3.17
H -2.54 -0.45 -1.43
H -2.00 -1.71 -2.50
H -1.30 -1.64 -0.92
H 2.23 -2.80 4.38
H 2.53 -1.31 4.32
O 2.73 -2.14 3.89

---

4.
20
Properties=species:S:1:pos:R:3 method="wB97M-V/def2-TZVPD" orbital_gap_ev="11.95 / 3.65" charge=+1 multiplicity=2 total_energy_ev=-9933.5017 s_squared=0.756 de_lowest_kj_mol=256.1 max_force_ha_per_bohr=0.028
C 1.97 -0.51 -0.93
O 1.29 -1.71 -0.71
C 0.99 0.62 -0.80
C 1.57 1.98 -1.12
H 2.84 -0.43 -0.27
H 2.36 -0.52 -1.98
H 1.91 -2.45 -0.60
H 0.13 0.39 -1.43
H 0.65 0.58 0.24
H 1.89 2.03 -2.16
H 0.85 2.77 -0.95
H 2.46 2.19 -0.51
N -2.19 0.90 1.82
C -2.37 -0.41 1.33
O -1.39 -0.74 0.34
H -1.24 1.03 2.16
H -2.34 1.60 1.10
H -2.31 -1.15 2.15
H -3.35 -0.50 0.85
H -1.29 -1.71 0.27

---

5.
20
Properties=species:S:1:pos:R:3 method="wB97M-V/def2-TZVPD" orbital_gap_ev="10.84 / 5.92" charge=+1 multiplicity=2 total_energy_ev=-9934.7664 s_squared=0.755 de_lowest_kj_mol=134.0 max_force_ha_per_bohr=0.051
C -0.15 -0.47 -1.23
C 0.77 0.61 -0.62
C 0.20 1.99 -0.91
O 2.02 0.53 -1.28
C -0.29 -1.79 -0.34
N -1.17 -1.72 0.75
H -1.18 -0.13 -1.35
H 0.27 -0.84 -2.16
H 0.89 0.42 0.45
H 0.65 2.70 -0.21
H -0.87 2.11 -0.72
H 0.53 2.36 -1.88
H 2.68 0.03 -0.80
H -0.72 -2.55 -0.99
H 0.75 -1.90 0.01
H -0.89 -1.02 1.46
H -1.59 -2.53 1.19
H -0.68 0.30 3.47
H -0.89 1.35 2.59
O -0.34 0.54 2.58

---

6.
20
Properties=species:S:1:pos:R:3 method="wB97M-V/def2-TZVPD" orbital_gap_ev="11.94 / 7.10" charge=+1 multiplicity=2 total_energy_ev=-9934.5524 s_squared=0.754 de_lowest_kj_mol=154.7 max_force_ha_per_bohr=0.042
C 1.58 -0.43 -0.91
N 0.38 0.26 -0.58
C -1.16 0.40 1.30
C -0.61 -0.45 0.19
C -1.72 -0.96 -0.75
O -1.27 -0.92 -2.10
H 2.17 -0.49 0.03
H 1.37 -1.43 -1.28
H 2.17 0.12 -1.65
H 0.42 1.17 -0.11
H -1.88 -0.22 1.85
H -0.41 0.69 2.05
H -1.60 1.33 0.93
H -0.10 -1.29 0.61
H -2.64 -0.44 -0.48
H -1.91 -2.00 -0.47
H -2.07 -0.85 -2.63
H 1.92 1.52 0.86
H 3.07 2.23 1.42
O 2.28 1.75 1.72

---

7.
20
Properties=species:S:1:pos:R:3 method="wB97M-V/def2-TZVPD" orbital_gap_ev="11.42 / 8.15" charge=+1 multiplicity=2 total_energy_ev=-9935.8310 s_squared=0.763 de_lowest_kj_mol=31.3 max_force_ha_per_bohr=0.048
C -1.14 -0.88 1.93
C -0.56 -0.59 0.52
C 0.57 0.34 0.62
C 1.90 -0.04 0.77
N 0.26 1.63 0.67
H -0.37 -1.11 2.68
H -1.63 0.01 2.33
H -1.80 -1.74 1.93
H -0.31 -1.60 0.20
H -1.36 -0.30 -0.14
H 2.31 -1.03 0.64
H 2.64 0.71 1.04
H -0.46 1.96 0.00
H 1.03 2.29 0.73
H -1.14 0.51 -2.32
H -1.04 2.01 -2.25
O -1.46 1.27 -1.80
H 1.03 -1.09 -3.30
H 1.04 -1.17 -1.74
O 0.48 -1.17 -2.51

---

8.
20
Properties=species:S:1:pos:R:3 method="wB97M-V/def2-TZVPD" orbital_gap_ev="11.92 / 7.29" charge=+1 multiplicity=2 total_energy_ev=-9935.2073 s_squared=0.754 de_lowest_kj_mol=91.5 max_force_ha_per_bohr=0.051
C 1.75 0.37 -0.27
N 0.32 0.56 -0.56
C 0.07 0.89 -1.95
C -0.50 -0.49 0.07
C -2.02 -0.37 -0.11
O -2.58 -1.60 0.30
H 2.28 1.31 -0.40
H 2.16 -0.44 -0.88
H 1.83 0.12 0.78
H 0.48 0.08 -2.56
H -0.97 1.01 -2.21
H 0.61 1.80 -2.21
H -0.21 -1.42 -0.44
H -0.21 -0.49 1.11
H -2.46 0.38 0.54
H -2.23 -0.11 -1.15
H -2.77 -2.17 -0.46
H 1.09 -0.31 3.89
H 1.92 0.84 3.42
O 1.46 0.06 3.08

---

9.
21
Properties=species:S:1:pos:R:3 method="wB97M-V/def2-TZVPD" orbital_gap_ev=10.40 smiles="CC(C)NC=O.O.O" total_energy_ev=-11991.8113 de_lowest_kj_mol=63.7 max_force_ha_per_bohr=0.020
C -1.19 -0.27 -2.21
C 0.18 0.10 -1.63
C 1.31 -0.73 -2.22
N 0.19 -0.02 -0.17
C -0.08 -1.13 0.53
O -0.45 -2.19 0.07
H -1.48 -1.24 -1.83
H -1.10 -0.38 -3.29
H -1.92 0.51 -2.04
H 0.36 1.16 -1.79
H 2.29 -0.45 -1.80
H 1.19 -1.80 -1.98
H 1.42 -0.65 -3.31
H 0.65 0.73 0.33
H 0.08 -1.02 1.62
O -0.61 -0.03 4.06
H 0.27 -0.31 3.77
H -1.20 -0.40 3.39
O 0.41 2.65 2.74
H -0.20 2.07 3.22
H -0.12 3.42 2.53

---

10.
21
Properties=species:S:1:pos:R:3 method="wB97M-V/def2-TZVPD" orbital_gap_ev=9.86 smiles=C[C@H](O)[C@@H](N)CO.O total_energy_ev=-11990.6352 de_lowest_kj_mol=177.2 max_force_ha_per_bohr=0.057
C -1.61 -0.06 0.11
C -0.50 -0.98 -0.35
O -0.88 -2.36 -0.45
C 0.78 -0.97 0.51
N 1.69 -2.01 0.09
C 1.48 0.37 0.44
O 2.40 0.48 1.58
H -2.24 0.25 -0.72
H -1.09 0.86 0.43
H -2.18 -0.39 0.98
H -0.20 -0.66 -1.35
H -1.83 -2.42 -0.32
H 0.42 -1.07 1.53
H 1.87 -1.89 -0.91
H 1.33 -2.93 0.31
H 2.15 0.43 -0.41
H 0.75 1.12 0.72
H 2.96 -0.31 1.54
O -1.98 4.18 -0.92
H -1.71 4.96 -1.41
H -1.62 3.41 -1.38

---

11.
20
Properties=species:S:1:pos:R:3 method="wB97M-V/def2-TZVPD" orbital_gap_ev=9.63 smiles=NCCCCS.O total_energy_ev=-18731.0489 de_lowest_kj_mol=92.8 max_force_ha_per_bohr=0.039
N 1.28 -1.39 -0.38
C 0.50 -0.93 0.77
C 0.28 0.56 0.89
C -1.10 1.06 0.41
C -1.50 2.43 0.90
S -0.39 3.81 0.46
H 1.89 -0.75 -0.86
H 0.71 -2.02 -0.91
H -0.46 -1.44 0.75
H 1.00 -1.29 1.67
H 0.29 0.89 1.89
H 1.02 1.16 0.37
H -1.82 0.36 0.81
H -1.24 1.00 -0.67
H -1.61 2.46 1.99
H -2.47 2.67 0.51
H 0.05 3.27 -0.68
O 1.33 -4.27 -2.53
H 0.42 -4.03 -2.45
H 1.82 -3.54 -2.93

---

12.
20
Properties=species:S:1:pos:R:3 method="wB97M-V/def2-TZVPD" orbital_gap_ev=9.86 smiles=CNCCCS.O total_energy_ev=-18731.2332 de_lowest_kj_mol=75.1 max_force_ha_per_bohr=0.029
C -1.31 0.92 -1.86
N -0.59 0.32 -0.75
C 0.83 0.72 -0.72
C 1.63 -0.29 0.09
C 1.03 -0.51 1.47
S 0.97 0.92 2.56
H -0.67 1.16 -2.70
H -1.83 1.87 -1.65
H -2.12 0.30 -2.25
H -0.99 0.72 0.09
H 1.00 1.70 -0.26
H 1.19 0.76 -1.75
H 2.63 0.12 0.25
H 1.65 -1.21 -0.48
H 1.63 -1.28 1.96
H 0.07 -1.00 1.42
H 2.24 0.79 2.97
O -2.42 -1.81 0.85
H -2.97 -2.59 0.74
H -1.94 -1.60 0.04

---

What did the seventh record say?
20
Properties=species:S:1:pos:R:3 method="wB97M-V/def2-TZVPD" orbital_gap_ev="11.42 / 8.15" charge=+1 multiplicity=2 total_energy_ev=-9935.8310 s_squared=0.763 de_lowest_kj_mol=31.3 max_force_ha_per_bohr=0.048
C -1.14 -0.88 1.93
C -0.56 -0.59 0.52
C 0.57 0.34 0.62
C 1.90 -0.04 0.77
N 0.26 1.63 0.67
H -0.37 -1.11 2.68
H -1.63 0.01 2.33
H -1.80 -1.74 1.93
H -0.31 -1.60 0.20
H -1.36 -0.30 -0.14
H 2.31 -1.03 0.64
H 2.64 0.71 1.04
H -0.46 1.96 0.00
H 1.03 2.29 0.73
H -1.14 0.51 -2.32
H -1.04 2.01 -2.25
O -1.46 1.27 -1.80
H 1.03 -1.09 -3.30
H 1.04 -1.17 -1.74
O 0.48 -1.17 -2.51